# 1
{"formula": "C14H25N2O8", "method": "ωB97M-V/def2-TZVPD", "homo_energy_ev": -3.62, "relative_energy_kj_mol": 621.6, "max_force_ev_per_a": 7.828, "charge": -1, "gap_ev": 5.39, "elements": ["C", "C", "N", "C", "C", "C", "N", "C", "O", "O", "H", "H", "H", "H", "H", "H", "H", "H", "H", "H", "H", "H", "H", "C", "C", "C", "O", "C", "O", "O", "H", "H", "H", "H", "H", "H", "C", "C", "C", "O", "C", "O", "O", "H", "H", "H", "H", "H", "H"], "positions_angstrom": [[-1.488, 2.896, 5.852], [-2.212, 2.153, 4.583], [-2.556, 3.056, 3.419], [-1.331, 3.535, 2.665], [-0.565, 2.352, 1.800], [0.907, 1.978, 2.443], [0.937, 0.639, 3.157], [-3.658, 1.489, 5.092], [-4.030, 1.447, 6.389], [-4.486, 0.902, 3.987], [-0.667, 3.681, 5.568], [-2.251, 3.362, 6.629], [-0.918, 2.039, 6.457], [-1.535, 1.266, 4.212], [-3.198, 3.837, 3.684], [-0.556, 4.131, 3.330], [-1.731, 4.313, 1.854], [-0.422, 2.710, 0.680], [-1.258, 1.397, 1.772], [1.675, 1.886, 1.535], [1.316, 2.780, 3.203], [0.851, 0.817, 4.194], [1.854, 0.173, 2.967], [0.455, 1.005, -2.412], [1.939, 0.857, -2.142], [2.584, -0.221, -2.958], [3.665, -0.627, -2.139], [3.279, -0.380, -0.849], [3.850, -0.816, 0.133], [2.167, 0.414, -0.814], [-0.106, 0.151, -2.014], [0.066, 1.896, -1.907], [0.250, 1.099, -3.483], [2.448, 1.820, -2.275], [2.945, 0.149, -3.922], [1.934, -1.087, -3.129], [-0.706, -5.719, -5.169], [0.325, -4.760, -4.608], [-0.075, -4.169, -3.290], [0.595, -2.923, -3.292], [0.722, -2.560, -4.606], [1.033, -1.446, -4.984], [0.448, -3.613, -5.433], [-1.603, -5.185, -5.503], [-0.303, -6.233, -6.049], [-0.994, -6.475, -4.432], [1.306, -5.247, -4.548], [0.250, -4.783, -2.445], [-1.151, -3.984, -3.203]]}


# 2
{"formula": "C14H25N4O3PSW", "method": "ωB97M-V/def2-TZVPD", "homo_energy_ev": [-23.00, -23.00], "relative_energy_kj_mol": 277.3, "max_force_ev_per_a": 3.780, "charge": 4, "gap_ev": [6.45, 6.45], "elements": ["W", "N", "C", "C", "O", "N", "C", "C", "O", "O", "H", "H", "H", "H", "H", "H", "C", "C", "P", "C", "C", "C", "C", "H", "H", "H", "H", "H", "H", "H", "H", "H", "H", "H", "H", "H", "H", "H", "S", "C", "N", "C", "C", "C", "N", "H", "H", "H", "H"], "positions_angstrom": [[-0.342, -0.066, -0.808], [1.180, 1.003, -2.089], [0.630, 1.409, -3.428], [-0.305, 0.323, -3.870], [-0.516, -0.049, -4.965], [-0.964, -0.344, -2.722], [-1.164, -1.821, -2.989], [-0.443, -2.048, -1.695], [-1.185, -1.796, -0.622], [0.777, -1.713, -1.507], [1.644, 1.824, -1.690], [1.934, 0.337, -2.282], [1.422, 1.508, -4.171], [0.122, 2.367, -3.358], [-0.661, -2.170, -3.887], [-2.201, -2.142, -2.968], [0.075, 1.501, 2.256], [1.541, 1.141, 1.988], [1.636, -0.239, 0.832], [3.346, -0.684, 0.412], [4.319, -0.318, 1.549], [0.801, -1.642, 1.698], [1.391, -1.871, 3.102], [-0.014, 2.484, 2.719], [-0.412, 0.781, 2.913], [-0.499, 1.567, 1.323], [2.049, 0.846, 2.908], [2.102, 1.985, 1.580], [3.636, -0.164, -0.506], [3.344, -1.754, 0.188], [4.410, 0.758, 1.692], [5.299, -0.691, 1.245], [4.071, -0.793, 2.496], [0.922, -2.520, 1.063], [-0.271, -1.446, 1.786], [2.453, -2.103, 3.060], [0.881, -2.743, 3.517], [1.229, -1.037, 3.784], [-1.362, 2.298, -1.157], [-2.726, 1.526, -0.489], [-3.964, 2.037, -0.388], [-4.956, 1.367, 0.248], [-4.685, 0.127, 0.791], [-3.412, -0.381, 0.625], [-2.460, 0.332, -0.012], [-4.158, 2.954, -0.797], [-5.928, 1.847, 0.304], [-5.448, -0.429, 1.320], [-3.140, -1.361, 1.001]]}